1.
ORCA calculation (the ωB97M-V functional and the def2-TZVPD basis) on a structure of composition H20HeO10.

The calculation puts the HOMO-LUMO gap at 0.342 Ha. The value obtained for the total energy is -20878.9710 eV. As for the largest force on an atom: 0.0179 hartree/bohr. For the relative energy (zero: lowest compared OMol25 entry of this formula, charge and spin), the calculation gives 90.5 kJ/mol. Its net charge is 0. The HOMO energy comes out at -0.3599 Ha.

Each line ends with the Mulliken charge.
Geometry (Å):
He -0.460 -0.364 0.315  0.0199
O -1.385 1.894 -3.511  -0.6640
H -1.899 1.340 -2.923  0.3435
H -0.496 1.857 -3.159  0.3941
O 0.405 1.581 2.670  -0.7228
H 0.907 1.668 1.859  0.3932
H 0.195 0.649 2.724  0.3458
O -2.479 -0.435 -2.122  -0.6269
H -2.522 -0.658 -3.052  0.3289
H -2.138 -1.224 -1.702  0.3283
O 1.153 1.319 -2.453  -0.6962
H 1.157 1.822 -1.639  0.3898
H 1.000 0.416 -2.177  0.3562
O 1.557 2.567 0.062  -0.7711
H 2.390 2.826 0.456  0.3079
H 0.992 3.332 0.171  0.3382
O 0.002 -1.112 3.529  -0.6805
H 0.479 -1.679 2.922  0.3247
H -0.830 -1.562 3.673  0.3178
O 1.308 -1.715 -1.776  -0.6055
H 1.443 -2.633 -2.013  0.2581
H 1.656 -1.643 -0.887  0.3361
O -2.125 2.637 2.460  -0.6450
H -1.256 2.240 2.520  0.4190
H -2.077 3.405 3.030  0.3059
O 2.169 -2.145 1.144  -0.6395
H 2.962 -1.611 1.130  0.3252
H 2.420 -2.936 1.622  0.2927
O -1.799 -3.027 -0.883  -0.6609
H -1.307 -3.129 -1.698  0.2978
H -1.424 -3.679 -0.292  0.2892

Force components x, y, z for each atom (eV/Å):
He 0.0 0.0 0.0
O -0.6 0.4 -0.6
H -0.1 -0.1 0.3
H 0.6 -0.2 0.1
O 0.2 0.4 0.1
H 0.1 0.2 -0.5
H -0.2 -0.7 0.4
O -0.1 0.2 -0.1
H -0.1 0.0 -0.3
H 0.0 -0.2 0.5
O 0.1 0.1 -0.4
H 0.2 0.2 0.4
H -0.1 -0.5 -0.1
O 0.0 -0.2 0.2
H 0.4 0.1 0.0
H -0.4 0.3 0.0
O 0.1 0.1 0.1
H 0.3 -0.1 -0.3
H -0.3 0.0 0.1
O -0.2 0.2 -0.3
H 0.1 -0.1 -0.1
H 0.0 -0.1 0.5
O -0.8 0.3 -0.2
H 0.7 -0.2 0.1
H -0.1 0.1 0.1
O -0.3 0.1 -0.1
H 0.3 0.2 0.1
H 0.1 -0.3 0.1
O -0.2 0.1 0.0
H 0.2 -0.1 -0.3
H 0.0 -0.1 0.2

2.
ORCA calculation (the ωB97M-V functional and the def2-TZVPD basis) on a structure of composition C32H46IrN5O2.

The expectation value of S² is 0.7925. The calculation puts the HOMO-LUMO gap (alpha / beta) at 0.271 / 0.228 Ha. The value obtained for the total energy is -48290.5779 eV. As for the largest force on an atom: 0.0155 hartree/bohr. For the relative energy (zero: lowest compared OMol25 entry of this formula, charge and spin), the calculation gives 24.5 kJ/mol. As for the multiplicity: 2. Its net charge is +3. The HOMO energy (alpha / beta) comes out at -0.5980 / -0.5983 Ha.

Each line ends with the Mulliken charge.
Geometry (Å):
Ir 0.402 -0.917 0.207  2.5228
C -0.208 -2.997 2.232  -0.9997
C -0.220 -1.638 2.916  -0.4966
N 0.786 -0.774 2.249  -0.2615
C 2.204 -1.116 2.563  -0.5189
C 3.031 -1.081 1.288  -0.6807
N 2.304 -1.807 0.200  -0.4600
C 2.259 -3.292 0.402  -0.8645
C 0.851 -3.750 0.084  -0.4913
N -0.112 -2.813 0.733  -0.5964
H -1.116 -3.548 2.471  0.5441
H 0.630 -3.616 2.545  0.4310
H -0.044 -1.731 3.989  0.6176
H -1.187 -1.151 2.776  0.1651
H 0.587 0.197 2.508  -0.9149
H 2.232 -2.098 3.032  0.3442
H 2.606 -0.411 3.290  0.6292
H 4.021 -1.513 1.445  0.5109
H 3.166 -0.052 0.952  -0.1578
H 2.775 -1.606 -0.680  0.4369
H 2.565 -3.520 1.421  0.2926
H 2.963 -3.796 -0.259  0.5587
H 0.651 -4.784 0.370  0.5115
H 0.685 -3.661 -0.988  0.1011
H -1.019 -3.021 0.320  0.3411
C 3.499 2.513 -0.607  -1.2733
C 2.808 1.697 -1.662  -0.0119
C 3.204 1.796 -3.007  -0.9803
C 2.566 1.087 -4.027  -0.4421
C 2.988 1.249 -5.460  -1.5720
C 1.538 0.222 -3.698  -0.0711
C 1.137 0.029 -2.351  1.0053
C 1.773 0.842 -1.362  -0.4708
N 0.225 -0.854 -1.889  0.1785
C -0.719 -1.569 -2.825  0.9834
C -1.680 -2.463 -2.045  -1.9497
C -1.577 -0.516 -3.543  -1.4676
C 0.026 -2.504 -3.797  -1.4335
H 4.061 3.334 -1.046  0.5013
H 4.209 1.903 -0.045  0.3165
H 2.785 2.934 0.098  -0.0927
H 4.016 2.468 -3.261  0.4378
H 3.783 1.984 -5.560  0.4157
H 2.147 1.570 -6.076  0.3673
H 3.349 0.302 -5.864  0.3687
H 1.063 -0.318 -4.498  0.6682
H 1.389 0.869 -0.326  1.6875
H -2.062 -1.964 -1.161  0.1969
H -1.234 -3.431 -1.802  0.2000
H -2.540 -2.682 -2.677  0.7536
H -2.227 -0.010 -2.825  0.2704
H -2.208 -1.017 -4.276  0.5241
H -0.994 0.238 -4.062  0.3755
H 0.766 -3.112 -3.271  0.3072
H 0.529 -2.014 -4.623  0.3914
H -0.705 -3.183 -4.236  0.4863
C -3.503 2.173 3.949  -1.0674
O -2.685 2.393 2.786  -0.3155
C -1.355 2.400 2.934  1.0457
C -0.681 1.982 4.084  -0.5345
C 0.700 2.087 4.169  -1.0039
C 1.444 2.607 3.115  -1.0688
C 0.785 3.012 1.966  -0.6077
C -0.592 2.891 1.863  -0.1675
N -1.225 3.433 0.699  0.1662
C -2.266 3.018 0.032  -0.8903
C -2.951 1.771 0.121  0.6245
C -4.333 1.820 -0.152  -0.9566
C -5.137 0.720 0.036  -1.1990
C -4.553 -0.466 0.478  -0.7284
C -3.186 -0.556 0.679  -0.5237
C -2.353 0.540 0.472  1.7329
O -1.024 0.466 0.611  0.0791
H -4.523 2.342 3.623  0.2687
H -3.243 2.880 4.736  0.4335
H -3.398 1.147 4.305  0.3967
H -1.243 1.623 4.935  0.5990
H 1.193 1.797 5.089  0.5394
H 2.513 2.743 3.207  0.5197
H 1.333 3.463 1.149  0.9005
H -0.877 4.348 0.433  0.3762
H -2.672 3.754 -0.654  0.6230
H -4.770 2.759 -0.471  0.4976
H -6.201 0.779 -0.140  0.4600
H -5.174 -1.336 0.651  0.4969
H -2.751 -1.490 1.012  0.0686

Force components x, y, z for each atom (eV/Å):
Ir 0.8 0.2 0.0
C -0.1 0.1 0.0
C -0.1 -0.1 -0.1
N -0.2 0.1 -0.1
C 0.1 0.0 0.0
C 0.1 0.0 0.0
N -0.1 -0.1 -0.2
C -0.1 -0.1 -0.1
C 0.2 0.1 -0.1
N -0.5 0.1 0.0
H 0.0 0.0 0.0
H 0.0 0.1 0.0
H 0.1 0.0 0.0
H 0.0 0.0 0.0
H 0.1 0.0 0.1
H 0.0 0.0 0.0
H 0.0 0.0 0.0
H 0.0 0.0 0.0
H 0.0 0.0 0.0
H 0.0 0.0 0.0
H -0.1 0.0 0.0
H 0.1 0.1 0.0
H 0.0 0.0 0.2
H 0.0 -0.1 0.0
H -0.1 0.1 0.1
C 0.0 0.0 0.0
C 0.0 0.0 0.2
C 0.0 0.0 0.0
C 0.0 0.0 0.0
C 0.0 0.0 0.0
C 0.0 0.0 0.0
C -0.1 0.1 0.0
C 0.0 -0.1 -0.1
N -0.3 -0.3 0.0
C 0.1 0.0 0.0
C 0.1 0.0 0.1
C 0.0 0.0 0.0
C 0.0 0.0 -0.1
H 0.0 0.0 0.0
H 0.0 0.0 0.0
H 0.1 -0.1 0.0
H 0.0 0.0 0.0
H 0.0 0.0 0.0
H 0.0 0.0 0.0
H 0.0 0.0 0.0
H 0.0 0.0 0.0
H -0.1 0.2 0.1
H -0.1 0.1 0.1
H 0.0 0.0 0.1
H 0.0 0.0 0.0
H 0.0 0.0 0.0
H 0.0 0.0 0.0
H 0.0 0.0 0.0
H 0.0 0.0 0.0
H 0.0 0.0 0.0
H 0.0 0.0 0.0
C 0.0 0.0 0.0
O 0.0 0.1 0.1
C 0.0 0.0 0.0
C -0.1 0.0 0.0
C 0.1 0.0 0.0
C 0.0 -0.1 0.0
C -0.1 0.0 0.0
C 0.0 0.1 -0.1
N 0.1 0.0 0.1
C -0.1 -0.2 0.1
C 0.0 0.1 -0.2
C -0.1 0.0 0.0
C 0.0 0.1 0.0
C 0.1 0.0 0.0
C -0.1 0.0 -0.1
C 0.5 -0.1 0.1
O -0.5 -0.2 -0.3
H 0.0 0.0 0.0
H 0.0 0.0 0.0
H 0.0 0.0 0.0
H 0.0 0.0 0.0
H 0.0 0.0 0.0
H 0.0 0.0 0.0
H -0.1 0.1 0.0
H 0.0 0.0 0.0
H 0.0 0.0 0.0
H 0.0 0.0 0.0
H 0.0 0.0 0.0
H 0.0 0.0 0.0
H 0.0 -0.1 0.0

3.
ORCA calculation (the ωB97M-V functional and the def2-TZVPD basis) on a structure of composition C12H14EuI2N2 in a non-equilibrium geometry.

The expectation value of S² is 15.8042. The calculation puts the HOMO-LUMO gap (alpha / beta) at 0.203 / 0.097 Ha. The value obtained for the total energy is -51178.1217 eV. As for the largest force on an atom: 0.0886 hartree/bohr. For the relative energy (zero: lowest compared OMol25 entry of this formula, charge and spin), the calculation gives 0.0 kJ/mol. As for the multiplicity: 8. Its net charge is 0. The HOMO energy (alpha / beta) comes out at -0.2194 / -0.2449 Ha.

Each line ends with the Mulliken charge.
Geometry (Å):
C 2.931 3.607 0.823  -0.5563
C 4.014 2.600 0.491  -0.8702
H 2.729 4.270 -0.030  0.3278
H 3.291 4.247 1.633  0.3172
H 1.957 3.167 1.166  -0.1539
H 3.747 1.810 -0.204  0.2706
H 4.837 3.148 0.045  0.3082
H 4.443 2.157 1.389  0.2629
C -2.664 1.173 -0.864  0.2611
C -3.934 1.000 -1.447  -0.7166
C -4.146 -0.135 -2.252  -0.4962
C -3.102 -1.042 -2.439  -0.4417
H -2.423 2.010 -0.176  -0.1009
H -4.703 1.746 -1.216  0.3860
H -5.126 -0.291 -2.708  0.4091
H -3.245 -1.932 -3.046  0.2636
N -1.634 0.350 -1.143  0.0301
C -1.857 -0.814 -1.810  0.6700
C -0.797 -1.844 -1.863  0.3755
N 0.382 -1.583 -1.229  -0.0649
C 1.301 -2.575 -1.122  -0.0501
C -0.045 -4.046 -2.508  -0.4979
C 1.135 -3.816 -1.771  -0.7037
H 2.182 -2.333 -0.503  0.3500
H 1.944 -4.553 -1.695  0.3568
C -1.023 -3.051 -2.556  -0.6097
H -1.931 -3.184 -3.147  0.2580
H -0.174 -4.993 -3.041  0.4023
Eu 1.075 0.917 -0.085  0.8733
I -0.479 3.285 1.394  -0.4214
I 0.069 -0.763 2.083  -0.4390

Force components x, y, z for each atom (eV/Å):
C -0.5 -0.2 0.1
C 0.6 0.5 0.4
H -0.1 -0.2 0.2
H -0.2 -0.1 0.0
H 1.1 0.5 -0.2
H -0.1 -0.3 -0.3
H 0.3 -0.1 -0.3
H -0.2 -0.3 0.0
C 3.0 -1.2 -0.1
C -0.9 0.3 0.5
C 0.7 -1.4 -0.7
C -3.5 0.8 -0.8
H -0.2 -0.5 -0.6
H 0.2 -0.5 -0.3
H 0.4 -0.1 0.1
H -0.2 0.4 0.2
N -0.4 3.0 1.9
C 3.6 -2.8 -0.2
C -2.5 2.8 0.2
N 1.9 -0.6 0.6
C -1.3 1.0 -0.6
C -0.4 0.6 -0.1
C 0.4 0.2 0.4
H -0.5 -0.3 -0.5
H -0.5 0.2 -0.1
C 0.7 -1.6 -0.5
H 0.5 -0.2 0.3
H 0.0 0.4 0.2
Eu -1.3 0.0 0.0
I -0.6 -0.1 -0.3
I 0.1 -0.4 0.6

4.
ORCA calculation (the ωB97M-V functional and the def2-TZVPD basis) on a cluster of 7 separate species, C21H59N3O7 in total in a non-equilibrium geometry.

The expectation value of S² is 0.7506. The calculation puts the HOMO-LUMO gap (alpha / beta) at 0.060 / 0.328 Ha. The value obtained for the total energy is -41532.2651 eV. As for the largest force on an atom: 0.0569 hartree/bohr. As for the multiplicity: 2. Its net charge is -1. The HOMO energy (alpha / beta) comes out at 0.0299 / -0.2396 Ha.

Each line ends with the Mulliken charge.
Geometry (Å):
C 9.729 -20.539 -38.906  -0.7602
C 9.853 -19.575 -37.648  0.8377
C 8.931 -19.848 -36.414  -0.9719
O 11.160 -19.626 -37.106  -0.5852
H 10.601 -20.433 -39.553  0.1366
H 8.755 -20.227 -39.284  0.1704
H 9.720 -21.560 -38.527  -0.0341
H 9.623 -18.569 -37.999  -0.0428
H 9.178 -19.068 -35.693  0.0403
H 9.132 -20.821 -35.965  0.0732
H 7.863 -19.830 -36.629  0.4027
H 11.189 -19.086 -36.312  0.4487
C 10.081 -20.889 -45.329  -1.5220
C 9.713 -19.732 -44.410  0.0423
C 8.887 -20.056 -43.137  -1.1663
O 10.922 -19.198 -43.926  -0.2331
H 10.607 -20.467 -46.186  0.4295
H 9.192 -21.135 -45.909  0.4481
H 10.619 -21.790 -45.031  0.3316
H 9.223 -18.947 -44.987  0.4599
H 9.457 -20.194 -42.218  -0.0708
H 8.259 -20.938 -43.260  0.3725
H 8.254 -19.214 -42.856  0.5686
H 11.297 -18.723 -44.672  0.1586
C 7.830 -13.757 -34.234  -1.2826
C 8.768 -15.008 -34.189  0.3598
C 7.987 -16.357 -34.134  -0.6937
O 9.629 -15.118 -35.332  0.0863
H 7.341 -13.604 -33.272  0.4677
H 7.076 -13.855 -35.014  0.1533
H 8.416 -12.844 -34.345  0.3422
H 9.305 -14.856 -33.253  0.2072
H 7.512 -16.571 -35.091  -0.1362
H 7.277 -16.392 -33.307  0.4264
H 8.776 -17.095 -33.987  0.2176
H 9.157 -14.819 -36.113  -0.0566
O 11.552 -17.770 -35.409  -0.4833
H 11.041 -17.122 -35.894  0.1635
H 12.415 -17.369 -35.308  0.2605
C 5.076 -17.231 -38.286  -1.9193
C 6.179 -16.319 -37.777  2.6086
C 7.386 -16.095 -38.683  -1.0920
O 8.246 -15.110 -38.112  0.8685
C 9.245 -14.603 -38.935  -3.0845
N 5.477 -15.087 -37.457  -0.8959
H 4.508 -16.766 -39.091  0.4591
H 4.324 -17.523 -37.553  0.3994
H 5.539 -18.119 -38.716  0.3627
H 6.567 -16.632 -36.807  -0.9440
H 7.184 -15.841 -39.723  0.4119
H 7.961 -16.978 -38.963  0.2299
H 10.134 -15.218 -38.792  0.4913
H 9.654 -13.644 -38.617  0.2696
H 9.067 -14.537 -40.009  0.6144
H 6.244 -14.492 -37.179  0.2291
H 4.837 -15.203 -36.685  0.3606
C 12.962 -23.265 -40.788  -1.4675
C 12.017 -23.000 -41.934  0.2527
C 10.557 -23.098 -41.494  1.0728
O 10.258 -24.429 -41.017  -0.4324
C 8.966 -24.505 -40.276  -0.6645
N 12.211 -21.635 -42.479  -0.6116
H 12.967 -22.485 -40.027  0.2249
H 14.019 -23.251 -41.055  0.4336
H 12.748 -24.259 -40.396  0.3174
H 12.265 -23.765 -42.670  0.2511
H 9.922 -22.842 -42.342  0.2292
H 10.271 -22.450 -40.666  -0.6928
H 8.161 -24.082 -40.877  0.3663
H 9.002 -23.808 -39.438  0.1197
H 8.728 -25.528 -39.982  0.2683
H 11.689 -21.297 -43.275  0.1231
H 12.277 -20.928 -41.761  0.2807
C 11.794 -23.107 -35.936  -1.1507
C 11.425 -24.569 -35.979  0.4852
C 10.461 -24.846 -34.802  -0.8716
O 10.215 -26.295 -34.698  -0.3143
C 9.786 -26.750 -33.374  -0.7764
N 10.772 -24.933 -37.239  -0.3677
H 12.417 -22.907 -35.064  0.4854
H 10.931 -22.442 -35.951  -0.0525
H 12.420 -22.764 -36.760  0.3560
H 12.291 -25.193 -35.760  0.1674
H 9.538 -24.282 -34.938  0.3402
H 10.968 -24.470 -33.914  0.4369
H 10.445 -26.324 -32.618  0.3022
H 9.891 -27.820 -33.198  0.2789
H 8.780 -26.389 -33.156  0.2939
H 10.387 -25.865 -37.175  0.2620
H 11.504 -24.951 -37.934  0.1180

Force components x, y, z for each atom (eV/Å):
C -0.1 1.0 2.7
C 0.1 -1.0 0.5
C 0.0 -0.1 -1.1
O 0.2 -1.0 -1.5
H -0.3 0.4 -0.2
H 0.2 -0.5 -0.8
H -0.2 -0.2 -0.1
H 0.0 0.3 -0.1
H -0.2 0.0 0.2
H 0.3 0.0 -0.1
H -0.1 0.2 -0.1
H 0.3 0.3 0.2
C -1.2 0.5 -1.8
C 0.4 -0.9 1.6
C -0.4 0.1 -0.3
O 0.7 0.8 0.2
H 0.8 0.2 0.2
H -0.5 -0.8 0.4
H -0.2 0.3 0.6
H -0.4 -0.2 -0.2
H 0.6 -0.2 -0.4
H -0.1 0.0 -0.1
H -0.2 0.1 -0.3
H 0.5 0.2 0.1
C 0.7 -0.6 0.0
C -1.9 0.0 -0.6
C 1.0 0.9 0.3
O 0.4 0.5 1.1
H -0.2 -0.4 0.1
H 0.0 0.2 -0.1
H 0.1 0.0 -0.5
H 0.8 -0.4 -0.3
H -0.1 0.2 0.1
H -0.1 -0.1 0.0
H -0.2 -0.3 0.1
H -0.3 0.0 -0.3
O -0.1 0.1 0.8
H -0.4 0.6 -0.1
H 0.3 0.1 0.0
C 0.8 -0.9 -1.0
C -1.0 -0.2 0.7
C 0.4 0.2 -1.2
O -1.4 0.4 0.6
C 2.0 -0.3 -0.2
N 0.8 1.4 -0.8
H 0.2 0.3 -0.1
H 0.3 0.0 0.4
H -0.3 -0.4 0.1
H 0.3 -1.0 -0.2
H -1.0 0.9 0.0
H 0.1 -0.8 1.1
H 0.2 -0.5 -0.4
H -0.8 0.4 0.4
H -0.6 -0.2 0.0
H -0.3 0.9 0.3
H 0.1 -0.2 0.2
C 0.8 0.1 0.3
C -0.4 1.5 0.1
C -0.6 -1.5 0.6
O -1.5 -0.5 0.5
C 1.4 1.3 -1.1
N 1.1 -0.8 0.2
H -0.7 -0.1 0.3
H 0.0 -0.2 -0.7
H -0.1 0.2 0.4
H -0.4 0.1 -0.4
H -0.2 -0.1 -0.2
H 0.5 0.6 -0.1
H -0.1 -0.3 -0.5
H 0.3 -0.4 0.5
H 0.4 0.1 -0.1
H -0.2 -0.3 0.3
H -0.2 0.0 -0.1
C 0.5 0.5 -0.1
C -1.3 -0.5 0.7
C 0.5 -1.1 -0.3
O -0.1 0.3 1.0
C 0.7 1.4 -0.6
N 0.4 0.4 0.3
H -0.2 0.1 0.3
H -0.1 -0.1 0.1
H -0.1 -0.3 -0.3
H 0.4 -0.1 -0.1
H -0.3 -0.2 0.0
H -0.1 -0.2 0.3
H 0.1 0.3 0.1
H -0.2 -0.1 -0.9
H -0.2 -0.2 -0.1
H 0.0 -0.2 0.1
H -0.2 0.0 -0.5

5.
ORCA calculation (the ωB97M-V functional and the def2-TZVPD basis) on a cluster of 2 separate species, C2H9NS in total.

The calculation puts the HOMO-LUMO gap at 0.361 Ha. The value obtained for the total energy is -14544.9194 eV. As for the largest force on an atom: 0.0138 hartree/bohr. For the relative energy (zero: lowest compared OMol25 entry of this formula, charge and spin), the calculation gives 36.1 kJ/mol. Its net charge is 0. The HOMO energy comes out at -0.3246 Ha.

Each line ends with the Mulliken charge.
Geometry (Å):
S 0.355 0.642 3.494  -0.3332
H -0.826 0.919 2.926  0.1481
C -0.841 -0.048 -1.684  -1.0674
C 0.474 -0.123 -0.933  -0.3139
N 0.319 -0.635 0.427  -0.4490
H -0.624 0.281 -2.706  0.3126
H -1.528 0.694 -1.276  0.2753
H -1.305 -1.030 -1.743  0.3282
H 0.972 0.849 -0.898  0.2904
H 1.153 -0.740 -1.542  0.2555
H -0.249 -1.477 0.432  0.1942
H 1.221 -0.946 0.769  0.2187
H 0.880 1.614 2.734  0.1405

Force components x, y, z for each atom (eV/Å):
S -0.1 0.4 0.0
H -0.1 -0.3 0.1
C 0.3 0.5 -0.4
C 0.3 -0.4 -0.3
N 0.1 -0.1 -0.1
H -0.1 -0.1 0.0
H -0.1 -0.2 0.2
H -0.2 0.0 0.1
H -0.2 0.1 0.1
H 0.0 -0.1 0.1
H -0.1 0.1 -0.1
H 0.0 0.2 0.2
H 0.3 -0.1 0.1